Below is a structure of composition C29H33CuN10OS3Si, with properties calculated with the ωB97M-V functional and the def2-TZVPD basis.

HOMO energy (alpha / beta)	-9.88 / -9.87	eV
⟨S²⟩	0.7525
lowest unoccupied orbital energy (alpha / beta)	-2.4 / -3.5	eV

The geometry in ORCA input format:
```
! wB97M-V def2-TZVPD RIJCOSX def2/J DEFGRID3
* xyz 1 2
Cu 0.0203 0.2352 0.0556
N 3.6159 1.7245 0.2414
C 3.4551 0.4853 -0.3111
N 2.3309 -0.1785 -0.2198
C 2.4421 -1.3860 -0.8917
C 3.6246 -1.6145 -1.5000
S 4.6888 -0.2917 -1.2030
C 1.2617 -2.2486 -0.8734
C 1.2009 -3.5626 -1.1399
S -0.4316 -4.1119 -1.0297
C -0.9366 -2.5262 -0.5848
N 0.0493 -1.6379 -0.5696
N -2.1986 -2.2590 -0.2708
H 2.9912 1.9375 1.0041
H 4.5539 2.0710 0.3639
H 3.9168 -2.4522 -2.1066
H 2.0083 -4.2272 -1.3881
H -2.8518 -3.0168 -0.1627
H -2.4595 -1.3780 0.1976
C -4.0795 -2.6484 3.1286
Si -3.1800 -1.6806 4.4376
C -2.8304 -2.8445 5.8584
C -4.1865 -0.2645 5.0817
C -1.5029 -1.1001 3.7864
C -0.3476 -1.4008 4.4674
C 0.9130 -1.0167 3.9812
C 0.9458 -0.4101 2.7598
N -0.1665 -0.0965 2.0608
C -1.3902 -0.3452 2.5821
S -2.7528 0.3354 1.7779
H -4.8964 -3.2054 3.5898
H -3.4070 -3.3786 2.6704
H -4.4833 -2.0007 2.3517
H -3.7466 -3.3725 6.1273
H -2.4837 -2.3275 6.7544
H -2.0880 -3.6010 5.5958
H -5.0766 -0.6303 5.5954
H -4.4924 0.3907 4.2671
H -3.6037 0.3190 5.7965
H -0.3958 -1.9539 5.3965
H 1.8250 -1.2331 4.5163
H 1.8884 -0.1717 2.2807
N -0.2224 8.8513 6.1156
C -0.1275 8.0603 5.2907
C -0.0034 7.0600 4.2570
C 0.9808 7.1909 3.2824
C 1.1109 6.2272 2.2979
C 0.2436 5.1477 2.2922
C -0.7528 5.0138 3.2454
C -0.8689 5.9712 4.2381
N 0.3770 4.1471 1.2788
C 0.7359 4.3453 -0.0386
C 0.7015 3.1255 -0.6273
N 0.3370 2.1866 0.3127
C 0.1500 2.8302 1.4425
H 1.6508 8.0383 3.3062
H 1.8990 6.3141 1.5632
H -1.4474 4.1852 3.2121
H -1.6384 5.8830 4.9919
H 0.9449 5.3233 -0.4296
H 0.9015 2.8600 -1.6495
H -0.1562 2.3767 2.3687
N -1.5777 0.7244 -1.3926
C -2.1419 1.7380 -1.4191
N -2.7608 2.8879 -1.4228
C -3.0196 3.5716 -2.7020
C -4.4943 3.4423 -3.0362
O -5.2878 3.9286 -1.9733
C -5.0939 3.1677 -0.7950
C -3.6597 3.2652 -0.3138
H -2.3898 3.1315 -3.4737
H -2.7484 4.6219 -2.5752
H -4.7408 2.3923 -3.2430
H -4.7391 4.0352 -3.9168
H -5.3529 2.1168 -0.9816
H -5.7760 3.5651 -0.0449
H -3.4738 2.5927 0.5238
H -3.4138 4.2930 -0.0408
*
```

Below is a structure of composition C30H33F6N3O5Re in a non-equilibrium geometry, with properties calculated with the ωB97M-V functional and the def2-TZVPD basis.

HOMO energy (alpha / beta)	-13.83 / -13.82	eV
⟨S²⟩	0.7581
energy relative to the best compared isomer or geometry (same formula, charge and spin)	17.3	kcal per mole
lowest unoccupied orbital energy (alpha / beta)	-7.9 / -7.5	eV

The geometry in ORCA input format:
```
! wB97M-V def2-TZVPD RIJCOSX def2/J DEFGRID3
* xyz 2 2
Re 0.2387 -0.2477 -0.5081
C 1.3800 -1.2117 2.8221
C 0.3652 -1.7503 2.0340
C -0.8482 -1.0627 1.8837
C -1.0438 0.1447 2.5697
C -0.0272 0.6764 3.3389
C 1.1879 0.0017 3.4597
H 2.2974 -1.7653 2.9746
H 0.4715 -2.7417 1.6181
H -1.6830 -1.5408 1.3816
H -1.9990 0.6470 2.5138
H -0.1814 1.6066 3.8700
H 1.9731 0.4163 4.0789
C -0.3491 -0.2452 -3.5470
O -0.5764 0.0607 -2.1847
H 0.7143 -0.2676 -3.7906
H -0.8371 0.5150 -4.1603
H -0.7906 -1.2121 -3.7866
C 4.6604 5.8431 -2.7507
O 3.4280 5.1922 -2.4257
C 2.5400 4.9600 -3.4233
C 2.6795 5.3736 -4.7402
C 1.7381 4.9965 -5.6845
C 0.6567 4.1981 -5.3309
C 0.4840 3.8192 -4.0148
C 1.4059 4.2195 -3.0527
N 1.3670 3.8232 -1.6966
C 0.4393 3.2692 -0.9673
C -0.9651 3.2180 -1.1793
C -1.6777 4.2650 -1.7969
C -3.0448 4.3192 -1.7198
C -3.7444 3.3039 -1.0563
C -3.0794 2.2544 -0.4641
C -1.6826 2.1752 -0.5195
O -1.0641 1.1403 0.0144
H 5.1383 5.3708 -3.6097
H 5.2923 5.7392 -1.8738
H 4.4978 6.9013 -2.9556
H 3.5177 5.9873 -5.0364
H 1.8582 5.3257 -6.7074
H -0.0479 3.8738 -6.0836
H -0.3534 3.1988 -3.7286
H 2.2638 3.9915 -1.2477
H 0.7934 2.8570 -0.0271
H -1.1330 5.0713 -2.2718
H -3.5810 5.1576 -2.1412
H -4.8242 3.3491 -1.0063
H -3.6165 1.4490 0.0201
C 2.3240 -4.0876 -0.5973
C 1.3911 -3.1373 -1.3425
O 1.3426 -1.9123 -0.6990
C 1.9344 -2.9342 -2.8021
F 2.6821 -1.8003 -2.8428
F 2.7173 -3.9348 -3.1957
F 0.9655 -2.7885 -3.7142
C -0.0327 -3.7619 -1.3974
F -0.1319 -4.7735 -2.2462
F -0.3922 -4.1933 -0.1806
F -0.9501 -2.8254 -1.7567
H 3.3493 -3.7299 -0.6752
H 2.2716 -5.0881 -1.0215
H 2.0378 -4.1215 0.4514
N 2.0335 0.3784 0.0238
C 3.2026 0.3749 -0.0260
N 4.4782 0.3806 -0.0683
C 5.2753 -0.8537 0.0732
C 6.0914 -1.0417 -1.2056
O 6.8511 0.1158 -1.4877
C 6.0567 1.2580 -1.6921
C 5.2560 1.5786 -0.4300
H 4.6126 -1.6991 0.2460
H 5.9477 -0.7264 0.9230
H 5.4232 -1.2852 -2.0420
H 6.8032 -1.8532 -1.0719
H 5.3690 1.1094 -2.5370
H 6.7358 2.0778 -1.9203
H 4.5880 2.4245 -0.5835
H 5.9376 1.7975 0.3929
*
```

Below is the molecule C3H7NO2S in a non-equilibrium geometry, with properties calculated with the ωB97M-V functional and the def2-TZVPD basis.

HOMO energy	-9.17	eV
energy relative to the best compared isomer or geometry (same formula, charge and spin)	62.0	kcal per mole
lowest unoccupied orbital energy	-0.2	eV

The geometry in ORCA input format:
```
! wB97M-V def2-TZVPD RIJCOSX def2/J DEFGRID3
* xyz 0 1
O -1.5515 2.0700 0.0880
C -1.3547 1.2343 -0.8094
O -2.3878 0.8070 -1.7592
N -0.2664 0.4300 -0.6243
C 0.7010 0.4522 0.4907
C 0.6849 -0.8746 1.2219
S 1.8228 -2.2273 0.3372
H -3.1202 1.1190 -1.2322
H -0.0989 -0.2218 -1.3970
H 0.4775 1.2747 1.1533
H 1.6222 0.8673 0.0866
H -0.2071 -1.5084 1.2034
H 1.2579 -0.8431 2.1557
H 2.4204 -2.5794 -0.9146
*
```

Below is the ion C3H5NOP with charge -1 in a non-equilibrium geometry, with properties calculated with the ωB97M-V functional and the def2-TZVPD basis.

HOMO energy (alpha / beta)	-2.05 / -2.05	eV
energy relative to the best compared isomer or geometry (same formula, charge and spin)	28.0	kcal per mole
lowest unoccupied orbital energy (alpha / beta)	4.5 / 4.5	eV

The geometry in ORCA input format:
```
! wB97M-V def2-TZVPD RIJCOSX def2/J DEFGRID3
* xyz -1 1
C 1.5754 0.6153 1.0137
P 1.2522 1.1224 -0.5224
C -0.4526 0.8557 -1.0105
C -1.1531 -0.2831 -0.5473
N -1.7691 1.0037 -0.1983
O -1.9156 1.1851 1.0482
H 0.8094 0.1697 1.5742
H 2.5640 0.8605 1.4907
H -0.5814 1.1787 -2.1148
H -1.6988 -0.8565 -1.1936
H -0.7969 -0.7551 0.3257
*
```

Number 1: M 725.49 g/mol. Number 2: M 815.81 g/mol. Number 3: M 121.16 g/mol. Number 4: M 102.05 g/mol.